ORCA calculation (wB97M-V/def2-TZVPD) on the molecule C2H4N2O2.

Atoms and positions in Å:
C (0.45, -0.11, 0.89)
H (0.33, -1.67, 2.02)
N (-0.21, -1.02, 1.45)
H (-0.10, 1.76, 0.02)
N (-0.13, 0.02, -1.56)
O (0.80, 0.45, -2.14)
H (1.45, -0.09, 0.75)
C (-0.35, 0.77, 0.01)
H (-1.35, 0.70, 0.36)
O (-0.88, -0.82, -1.80)

Values from the calculation:
**Structure (SMILES)**: [H]/N=C/C[N+](=O)[O-]
**Relative energy (zero: lowest compared OMol25 entry of this formula, charge and spin)**: 557.08 kJ/mol
**E**: -9209.44911 eV
**Largest force on an atom**: 6.15 eV/Å
**Total charge**: 0

---

ORCA calculation (wB97M-V/def2-TZVPD) on the molecule C2H4N2O2.

Atoms and positions in Å:
H (-0.18, -1.56, -1.74)
C (-1.31, 0.72, 0.11)
O (1.83, -1.00, 0.24)
N (0.21, -0.51, -1.50)
C (-0.15, -0.20, -0.06)
H (-2.12, 0.71, -0.74)
N (0.75, -0.44, 0.81)
H (1.45, -1.05, -0.71)
H (0.08, 0.15, -2.15)
O (-1.49, 1.66, 0.99)

Values from the calculation:
**Structure (SMILES)**: N/C(C=O)=N\O
**Relative energy (zero: lowest compared OMol25 entry of this formula, charge and spin)**: 492.56 kJ/mol
**E**: -9210.11786 eV
**Largest force on an atom**: 9.27 eV/Å
**Total charge**: 0

---

ORCA calculation (wB97M-V/def2-TZVPD) on the molecule C2H4N2O2.

Atoms and positions in Å:
O (0.59, -0.50, 0.89)
C (-0.82, -0.48, 0.93)
H (1.65, 0.48, -1.92)
N (-1.40, 0.51, 0.20)
H (-0.90, 0.88, -0.60)
H (2.40, -0.29, 0.09)
O (-1.36, -1.26, 1.66)
C (1.35, -0.13, -0.16)
N (0.90, 0.30, -1.26)
H (-2.40, 0.47, 0.17)

Values from the calculation:
**Structure (SMILES)**: [H]/N=C/OC(N)=O
**Relative energy (zero: lowest compared OMol25 entry of this formula, charge and spin)**: 87.80 kJ/mol
**E**: -9214.31287 eV
**Largest force on an atom**: 0.50 eV/Å
**Total charge**: 0